Entry 1
Computed, not measured: 10 unconnected molecules or ions with the total composition C2H24O10, with ωB97M-V/def2-TZVPD.

Geometry as XYZ:
```
36
Properties=species:S:1:pos:R:3:nbo_charge:R:1
H 7.458 9.309 13.025 0.191
H 8.997 10.152 10.918 0.464
H 10.261 6.707 9.214 0.469
O 7.277 10.800 8.878 -0.947
O 9.891 6.058 8.615 -0.997
C 6.911 9.076 4.544 -0.248
O 4.427 7.201 7.475 -0.977
H 6.296 9.833 4.155 0.181
O 6.522 8.812 5.920 -0.797
H 6.697 8.154 3.922 0.172
O 7.792 6.518 6.672 -1.025
H 7.247 5.683 6.682 0.515
H 7.393 9.067 9.977 0.517
H 8.631 6.232 7.063 0.508
O 8.211 10.139 11.484 -0.721
H 7.579 7.960 8.898 0.489
H 7.135 8.125 6.230 0.508
H 5.444 5.866 11.316 0.467
H 7.715 11.404 8.283 0.472
O 5.995 6.516 11.740 -0.970
H 6.155 7.198 11.086 0.503
H 8.969 4.749 11.009 0.474
H 9.186 5.609 9.133 0.501
H 7.983 9.347 4.469 0.172
H 8.768 8.235 12.400 0.172
H 7.630 5.357 10.903 0.503
O 5.837 4.550 6.929 -0.993
H 4.973 7.770 6.832 0.502
O 8.291 4.913 10.373 -0.950
H 5.490 3.654 7.044 0.489
H 6.816 10.258 8.222 0.481
O 7.269 8.108 9.809 -1.015
H 9.103 9.817 13.271 0.163
H 4.978 7.317 8.269 0.473
C 8.438 9.279 12.579 -0.259
H 5.113 5.211 7.023 0.513
```

HOMO level: -10.53 eV
gap between HOMO and LUMO: 10.802 eV
charge: 0

=====

Entry 2
Computed, not measured: 10 unconnected molecules or ions with the total composition C2H24O10, with ωB97M-V/def2-TZVPD.

Geometry as XYZ:
```
36
Properties=species:S:1:pos:R:3:nbo_charge:R:1
H -11.405 3.129 -7.283 0.154
C -11.119 2.787 -5.296 -0.646
H -13.796 6.543 -3.557 0.474
H -11.609 3.696 -4.945 0.205
H -10.505 6.613 -0.324 0.467
H -8.835 -0.102 -2.031 0.474
H -10.424 2.498 -4.508 0.211
H -12.062 -2.124 -7.032 0.469
H -8.974 0.753 -0.789 0.465
O -10.613 -2.421 -3.057 -0.945
O -10.458 6.114 -1.139 -0.933
H -11.171 5.479 -1.073 0.466
O -11.199 -0.160 -10.675 -0.931
H -11.184 -2.033 -3.720 0.474
H -11.188 8.275 -4.545 0.475
H -14.914 6.400 -2.546 0.465
H -11.969 2.108 -5.229 0.214
H -6.913 4.919 -7.553 0.478
O -8.354 0.514 -1.477 -0.939
O -12.704 -1.835 -6.384 -0.946
H -10.395 -3.286 -3.404 0.471
H -10.314 -0.144 -11.038 0.469
H -12.565 8.139 -5.158 0.471
O -9.796 4.099 -6.703 -0.726
H -5.967 4.342 -8.585 0.463
H -13.546 -1.902 -6.835 0.477
O -14.801 -0.081 -3.099 -0.936
O -11.743 7.665 -5.030 -0.945
H -14.590 -0.319 -2.196 0.467
H -9.937 2.086 -7.085 0.181
H -11.102 -0.589 -9.824 0.462
H -14.249 -0.652 -3.633 0.468
C -10.524 2.910 -6.680 -0.064
O -14.742 6.415 -3.487 -0.940
O -6.050 5.049 -7.945 -0.941
H -10.326 4.737 -6.220 0.470
```

HOMO level: -9.90 eV
gap between HOMO and LUMO: 9.797 eV
charge: 0

=====

The least stable of them is entry 2.

=====

Entry 1
Computed, not measured: a molecular structure, C32H21BrF5N3O4RuS4, with ωB97M-V/def2-TZVPD.

Geometry as XYZ:
```
71
Properties=species:S:1:pos:R:3:mulliken_charge:R:1
C -2.775 -0.136 1.725 -0.033
O -3.927 -0.419 2.028 -0.777
C 0.317 -3.944 -1.470 -1.064
C 0.435 -2.867 -2.533 -0.170
H 5.711 -3.085 1.380 0.418
C 4.029 2.018 3.779 -0.162
C -1.391 0.520 5.206 -0.452
C -4.488 0.631 -2.244 -1.094
H -6.147 1.301 -3.419 0.388
H -1.497 -3.225 -3.428 0.594
C 2.554 -4.283 1.289 -0.499
C -0.927 -2.382 -3.024 -0.332
C -0.491 2.765 -0.155 -0.485
C -0.112 0.010 5.041 -0.807
H -2.327 1.395 -5.348 0.441
H -2.648 0.067 -1.304 0.196
C 4.665 -3.150 1.132 -0.647
F 0.899 2.946 -2.066 -0.380
C -0.774 -1.311 -4.090 -1.063
H -1.482 -1.976 -2.176 -0.098
C -2.942 1.184 -4.484 -0.598
C 1.982 -3.266 0.550 0.857
H -4.777 1.781 -5.411 0.379
C 5.115 0.992 1.955 -0.023
N 6.110 0.564 1.564 -0.654
F -0.324 6.940 0.128 -0.328
H 4.362 -4.994 2.181 0.385
C 0.249 -0.394 3.769 -0.038
C 2.740 1.555 1.764 0.889
H -3.292 0.834 4.204 0.474
C 4.086 -2.141 0.381 -0.938
H 0.108 -1.492 -4.705 0.543
H 1.192 -4.589 -1.451 0.452
H 4.655 -1.282 0.063 0.612
C 3.931 1.528 2.471 0.479
C -2.263 0.518 4.131 -0.874
C -1.165 3.476 0.832 0.359
C -4.309 1.397 -4.515 -0.480
H 2.250 -1.421 -0.467 -0.142
S 0.192 -3.202 0.255 0.071
H 0.582 -0.080 5.861 0.461
C -0.386 5.595 0.036 0.799
S -0.561 0.395 -3.316 0.173
N -0.539 -0.319 2.710 0.334
H -1.705 0.871 6.177 0.419
C -1.798 0.076 2.901 0.703
C -1.134 4.859 0.951 -0.043
F 0.986 5.639 -1.894 -0.325
F -1.807 5.498 1.929 -0.335
C 0.230 3.542 -1.053 0.479
H -5.075 0.416 -1.364 0.532
H -1.647 -1.249 -4.738 0.497
H 0.971 -2.011 -2.121 -0.272
N 4.159 2.418 4.850 -0.611
C -3.120 0.420 -2.209 -0.048
S 1.296 2.178 2.457 -0.351
S 2.608 0.971 0.155 -0.557
O -0.101 -1.769 0.088 -0.247
H -0.570 -4.559 -1.617 0.559
C 2.739 -2.211 0.085 -0.057
O -2.275 -0.044 0.583 -0.428
O -0.143 0.163 -1.924 -0.469
F -1.877 2.768 1.746 -0.229
Ru -0.004 0.631 0.509 1.698
Br 1.932 -1.248 3.512 -0.002
H 1.017 -3.247 -3.379 0.612
C 3.906 -4.222 1.578 -0.512
H 1.942 -5.096 1.646 0.391
C -2.358 0.699 -3.324 0.779
C 0.287 4.931 -0.982 0.079
C -5.082 1.123 -3.394 -0.429
```

HOMO level (alpha / beta): -5.32 / -5.31 eV
multiplicity: 2
gap between HOMO and LUMO (alpha / beta): 6.126 / 7.343 eV
charge: -1
expectation value of S²: 0.9616

=====

Entry 2
Computed, not measured: a molecular structure, C32H21BrF5N3O4RuS4, with ωB97M-V/def2-TZVPD.

Geometry as XYZ:
```
71
Properties=species:S:1:pos:R:3:mulliken_charge:R:1
C -1.415 2.821 2.355 0.047
H -3.364 4.958 -2.846 0.424
C -1.011 5.166 2.011 0.864
C 1.506 -3.558 -2.286 -1.106
C -2.923 -3.527 -1.175 -0.936
C -3.031 4.015 -2.438 -0.403
F -2.514 4.468 3.686 -0.334
F -1.267 6.457 2.296 -0.344
C 4.864 2.302 1.068 -0.620
H 6.068 1.597 2.691 0.389
Ru -0.279 0.605 0.018 0.685
C 5.185 1.425 2.093 -0.561
C -3.661 3.471 -1.331 -0.640
F -2.119 1.895 3.029 -0.310
C 3.078 -2.561 -0.565 -0.446
C -1.593 -3.046 4.218 0.149
C -3.039 -3.906 -3.547 -0.504
C -3.184 2.269 -0.835 -0.014
H -1.150 -2.523 -0.499 -0.078
C -1.651 4.149 2.703 -0.066
S 0.488 -2.012 -2.712 0.227
N -3.739 -0.704 5.529 -0.581
H -1.494 3.646 -3.910 0.463
C -1.994 -1.741 4.008 -0.343
S -1.944 -1.009 1.382 -0.083
H 2.036 0.819 -0.082 0.030
O 0.563 1.252 -2.085 -0.534
H -3.579 -4.272 -4.407 0.390
C -0.314 1.408 -2.963 0.095
N -2.125 1.625 -1.313 0.031
H 5.505 3.150 0.870 0.397
C -1.794 -3.320 -3.714 -0.527
H 4.427 -2.098 1.085 0.506
O 1.079 -1.212 0.986 -0.536
H 1.062 -3.190 -0.229 -0.187
O 0.507 -1.210 -1.485 -0.150
C 1.914 -3.522 -0.823 -0.229
C 0.108 3.493 0.722 0.824
C -2.935 -1.163 4.839 0.274
F 1.004 3.223 -0.264 -0.384
C -1.565 2.131 -2.418 0.727
C -0.523 2.427 1.356 -0.274
C -1.341 -0.975 2.934 0.891
C -1.125 -2.847 -2.601 0.600
C -3.600 -4.010 -2.282 -0.472
H 3.475 2.777 -0.497 0.548
Br -4.148 1.458 0.583 -0.081
C 4.374 0.333 2.346 -0.581
O -0.274 1.141 -4.157 -0.769
C 2.923 0.995 0.538 0.319
C -0.114 4.832 1.007 -0.036
H 0.896 -4.429 -2.515 0.440
C 3.258 0.122 1.554 0.805
H 3.958 -2.885 -1.130 0.612
N -1.237 -4.138 4.353 -0.599
H -4.575 -4.456 -2.159 0.386
S 2.255 -1.359 1.855 0.215
H 3.335 -3.463 1.391 0.550
H 2.802 -1.566 -0.920 -0.003
C 3.734 2.093 0.295 -0.983
H 2.372 -3.547 -2.947 0.569
C -1.986 3.311 -3.012 -0.722
F 0.517 5.802 0.314 -0.342
H 4.595 -0.353 3.151 0.461
C -1.683 -2.939 -1.341 0.095
H -3.354 -3.591 -0.188 0.497
H -4.514 3.946 -0.872 0.426
H -1.357 -3.219 -4.696 0.408
H 2.184 -4.526 -0.483 0.634
C 3.426 -2.488 0.913 -1.037
S 0.018 -0.219 3.546 -0.163
```

HOMO level (alpha / beta): -5.40 / -5.48 eV
multiplicity: 2
gap between HOMO and LUMO (alpha / beta): 7.600 / 6.181 eV
charge: -1
expectation value of S²: 1.1159

=====

The least stable of them is entry 2.